Entry 1:
DFT (ωB97M-V with the def2-TZVPD basis set) results for a molecular structure, C38H43BiN2O7SSi3.

- ΔE to the lowest compared entry with this formula, charge and spin (kcal/mol) = 0.0
- charge = -2
- calculated total energy (eV) = -97731.236
- HOMO (eV) = -2.506
- maximum force (Eh/bohr) = 0.011

Geometry as XYZ:
```
95
Properties=species:S:1:pos:R:3:mulliken_charge:R:1
Bi -0.599 0.213 -0.219 1.616
O -2.917 0.885 4.162 -0.827
C -2.348 0.831 3.058 -0.331
O -1.365 0.149 2.700 -0.040
C -2.879 1.798 1.991 0.540
C -4.207 2.208 1.928 -0.779
C -4.599 3.040 0.889 -0.354
C -3.663 3.465 -0.044 -0.751
C -2.362 3.008 0.100 0.377
N -1.998 2.202 1.085 -0.142
C -1.247 3.332 -0.879 -0.072
O -1.334 4.345 -1.566 -0.798
O -0.282 2.498 -0.887 -0.586
H -4.895 1.862 2.686 0.489
H -5.635 3.352 0.802 0.376
H -3.909 4.121 -0.867 0.506
C 0.998 -1.732 -5.001 -1.433
Si 0.480 -1.548 -3.176 0.938
C 1.826 -2.419 -2.204 -0.476
C -1.159 -2.457 -3.140 -0.859
C 0.221 0.224 -2.563 2.002
C -1.016 0.730 -3.248 -1.183
C -1.010 1.153 -4.588 -0.755
C -2.172 1.591 -5.182 -0.941
C -3.347 1.609 -4.442 -0.789
C -3.276 1.177 -3.132 -0.557
N -2.159 0.750 -2.558 0.070
Si 1.651 1.455 -2.779 0.693
C 1.218 3.140 -3.501 -1.222
C 2.616 1.711 -1.204 -0.065
C 3.002 0.870 -3.987 -1.234
H 0.774 -2.760 -5.293 0.377
H 2.062 -1.571 -5.150 0.317
H 0.452 -1.078 -5.679 0.301
H 2.163 -3.307 -2.741 0.546
H 1.466 -2.727 -1.224 -0.293
H 2.690 -1.771 -2.051 0.159
H -1.077 -3.373 -3.730 0.340
H -1.949 -1.847 -3.580 0.298
H -1.467 -2.738 -2.140 -0.011
H -0.088 1.129 -5.146 0.706
H -2.164 1.921 -6.214 0.397
H -4.281 1.956 -4.862 0.382
H -4.156 1.179 -2.498 0.437
H 0.414 3.644 -2.971 0.292
H 0.962 3.086 -4.558 0.308
H 2.126 3.746 -3.418 0.344
H 1.990 2.158 -0.439 -0.507
H 3.464 2.374 -1.397 0.555
H 3.006 0.759 -0.851 -0.117
H 2.620 0.692 -4.989 0.285
H 3.512 -0.033 -3.654 0.320
H 3.746 1.667 -4.057 0.369
C 5.366 -2.603 0.766 -0.508
C 5.435 -1.220 0.858 -0.628
C 4.279 -0.479 1.057 -0.292
C 3.031 -1.094 1.171 0.355
C 2.985 -2.489 1.088 -0.183
C 4.138 -3.235 0.885 -0.640
Si 1.397 -0.192 1.541 1.369
C 1.829 1.190 2.764 0.720
C 1.467 1.001 4.100 -0.393
C 1.824 1.916 5.079 -0.701
C 2.548 3.051 4.744 -0.424
C 2.896 3.270 3.420 -0.839
C 2.534 2.352 2.445 0.001
H 6.267 -3.184 0.605 0.347
H 6.390 -0.716 0.776 0.374
H 4.359 0.598 1.140 0.291
H 2.033 -3.002 1.163 0.176
H 4.068 -4.313 0.811 0.441
H 0.725 -1.200 2.389 -0.788
H 0.865 0.143 4.363 0.318
H 1.518 1.751 6.105 0.382
H 2.824 3.768 5.508 0.339
H 3.442 4.165 3.142 0.400
H 2.799 2.557 1.418 0.360
C -4.033 -1.849 5.444 -1.536
C -3.270 -2.352 4.250 1.156
C -3.898 -2.529 3.024 -0.630
C -3.180 -2.907 1.899 -0.524
C -1.813 -3.111 1.997 -0.468
C -1.171 -2.952 3.215 -0.231
C -1.901 -2.577 4.330 -0.520
S -0.880 -3.553 0.552 1.352
O 0.226 -4.371 1.011 -0.879
O -1.814 -4.192 -0.354 -0.777
O -0.393 -2.250 0.029 -0.993
H -5.085 -2.132 5.392 0.377
H -3.965 -0.760 5.472 0.247
H -3.616 -2.237 6.373 0.373
H -4.965 -2.353 2.944 0.311
H -3.663 -3.049 0.944 0.444
H -0.105 -3.112 3.275 0.342
H -1.393 -2.420 5.274 0.260
```

***

Entry 2:
DFT (ωB97M-V with the def2-TZVPD basis set) results for a molecular structure, C38H43BrN3Sr.

- ΔE to the lowest compared entry with this formula, charge and spin (kcal/mol) = 5.6
- charge = -1
- calculated total energy (eV) = -115458.436
- HOMO (eV) = -4.736
- maximum force (Eh/bohr) = 0.009

Geometry as XYZ:
```
86
Properties=species:S:1:pos:R:3:mulliken_charge:R:1
Sr -1.055 -0.733 -0.266 1.089
C 3.636 1.258 0.889 -2.490
C 3.080 -0.099 1.244 0.879
C 2.614 -0.364 2.537 1.140
C 2.485 0.764 3.537 -2.385
C 2.242 -1.665 2.883 1.033
C 1.779 -2.009 4.275 -2.284
C 2.279 -2.684 1.927 1.842
C 1.862 -4.072 2.339 -2.137
C 2.674 -2.402 0.616 1.069
C 2.707 -3.516 -0.405 -2.139
C 3.061 -1.103 0.269 1.386
C 3.468 -0.759 -1.146 -2.582
H 2.921 1.839 0.304 0.234
H 4.541 1.155 0.288 0.544
H 3.895 1.838 1.771 0.500
H 3.380 0.880 4.156 0.398
H 1.639 0.603 4.202 0.460
H 2.300 1.713 3.035 0.117
H 0.695 -2.158 4.285 0.270
H 2.036 -1.243 5.001 0.509
H 2.235 -2.940 4.616 0.430
H 0.884 -4.042 2.818 0.343
H 2.575 -4.503 3.050 0.368
H 1.785 -4.750 1.495 0.413
H 1.699 -3.849 -0.666 0.050
H 3.240 -4.386 -0.019 0.503
H 3.205 -3.216 -1.322 0.503
H 4.535 -0.942 -1.315 0.391
H 3.266 0.285 -1.369 0.232
H 2.900 -1.324 -1.880 0.425
C -2.490 -5.168 -1.382 -0.906
C -3.795 -5.037 -1.836 -0.376
C -4.307 -3.776 -2.062 -1.080
C -3.509 -2.646 -1.845 0.014
N -2.254 -2.788 -1.395 0.391
C -1.773 -4.008 -1.165 -0.293
C -4.022 -1.262 -2.061 1.338
C -5.027 -1.084 -3.019 -0.825
C -5.561 0.172 -3.238 -0.605
C -5.086 1.238 -2.487 -0.857
C -4.072 1.031 -1.560 -0.550
C -3.468 -0.208 -1.310 0.253
H -2.052 -6.133 -1.170 0.417
H -4.413 -5.913 -1.993 0.383
H -5.333 -3.650 -2.375 0.421
H -0.765 -4.057 -0.765 0.350
H -5.372 -1.919 -3.619 0.348
H -6.328 0.323 -3.989 0.355
H -5.499 2.230 -2.638 0.362
H -3.722 1.912 -1.020 0.125
C 1.287 5.139 -1.660 -1.439
C 1.870 4.044 -0.766 -0.856
C 1.087 3.832 0.514 0.954
C 1.214 4.818 1.493 -0.629
C 0.616 4.698 2.731 -1.103
C -0.110 3.551 3.019 -0.519
C -0.253 2.540 2.083 0.612
C -1.014 1.291 2.440 0.072
C -2.421 1.265 1.845 -0.534
C 0.318 2.687 0.800 -1.576
N 0.192 1.623 -0.119 2.185
C -0.108 1.918 -1.347 -0.159
C -0.059 1.010 -2.433 -0.039
C -0.499 1.263 -3.744 -1.232
C -0.265 0.102 -4.460 -0.922
C 0.298 -0.801 -3.542 -0.635
N 0.442 -0.274 -2.325 -0.201
H 1.907 5.288 -2.546 0.425
H 1.227 6.087 -1.123 0.380
H 0.279 4.889 -1.993 0.327
H 2.890 4.329 -0.488 0.614
H 1.959 3.117 -1.332 0.142
H 1.823 5.689 1.273 0.447
H 0.736 5.475 3.476 0.371
H -0.561 3.421 3.996 0.426
H -1.089 1.194 3.525 0.564
H -0.429 0.426 2.120 -0.641
H -3.033 2.050 2.294 0.456
H -2.908 0.304 2.024 0.278
H -2.423 1.453 0.769 -0.403
H -0.456 2.927 -1.589 0.543
H -0.940 2.185 -4.096 0.494
H -0.479 -0.089 -5.500 0.462
H 0.604 -1.820 -3.742 0.474
Br -1.418 -2.466 2.184 -0.715
```

***

Entry 3:
DFT (ωB97M-V with the def2-TZVPD basis set) results for a molecular structure, C38H43ClN6O6PbS2Si4.

- ΔE to the lowest compared entry with this formula, charge and spin (kcal/mol) = 81.5
- charge = -2
- calculated total energy (eV) = -132286.737
- HOMO (eV) = -2.324
- maximum force (Eh/bohr) = 0.032

Geometry as XYZ:
```
101
Properties=species:S:1:pos:R:3:mulliken_charge:R:1
Pb -0.216 -1.860 0.189 0.912
O -3.883 -7.058 1.290 -0.641
C -3.668 -7.106 0.002 0.560
O -4.086 -8.003 -0.708 -0.680
C -2.866 -5.984 -0.562 -0.297
C -2.570 -5.790 -1.896 0.108
Cl -3.066 -6.676 -3.261 -0.170
N -1.839 -4.653 -2.006 0.118
N -1.652 -4.096 -0.795 0.438
C -2.250 -4.877 0.081 0.148
C -2.207 -4.500 1.551 0.521
O -2.840 -5.269 2.331 -0.823
O -1.572 -3.485 1.877 -0.570
C -1.296 -4.044 -3.174 -0.162
C -1.465 -2.682 -3.351 -0.331
C -0.927 -2.067 -4.469 -0.419
C -0.222 -2.812 -5.400 -0.596
C -0.052 -4.177 -5.213 -0.699
C -0.586 -4.801 -4.099 -0.329
H -3.391 -6.232 1.740 0.465
H -2.041 -2.116 -2.632 0.752
H -1.077 -1.006 -4.612 0.387
H 0.209 -2.326 -6.267 0.395
H 0.504 -4.762 -5.936 0.332
H -0.440 -5.859 -3.939 0.476
O -2.968 0.656 -3.932 -0.797
C -2.658 0.857 -2.749 0.200
O -3.211 0.503 -1.682 -0.663
C -1.434 1.773 -2.498 -0.353
C -1.338 2.940 -3.254 -0.839
C -0.649 4.016 -2.726 -0.855
C 0.029 3.858 -1.523 1.499
C 0.475 4.972 -0.696 -0.982
C 0.740 4.786 0.598 -0.904
C 0.791 3.416 1.205 1.135
C 1.081 2.320 0.142 0.817
C 0.113 2.554 -0.997 -0.714
N -0.662 1.571 -1.425 0.665
H -1.901 3.003 -4.176 0.496
H -0.689 4.992 -3.200 0.363
H 0.476 5.969 -1.124 0.400
H 0.930 5.631 1.252 0.332
H 1.554 3.409 1.989 0.700
H 0.903 1.313 0.551 -0.593
S 1.601 -3.765 0.153 -0.583
C 2.945 -3.153 -0.787 0.625
C 4.099 -3.952 -0.824 -0.699
C 5.229 -3.585 -1.530 -0.542
C 5.241 -2.380 -2.224 -0.711
C 4.117 -1.575 -2.194 -0.703
C 2.955 -1.933 -1.491 0.061
S 1.607 -0.812 -1.554 -0.110
H 4.085 -4.878 -0.262 0.407
H 6.098 -4.233 -1.537 0.322
H 6.122 -2.072 -2.777 0.361
H 4.105 -0.628 -2.722 0.354
N 0.807 -0.974 2.194 -0.307
C 1.015 -1.431 3.262 0.643
N 1.409 -1.825 4.398 -0.816
C 0.932 -1.962 5.595 0.604
N 0.620 -2.076 6.711 -0.708
C -0.395 3.196 5.225 -1.354
Si -0.105 1.755 4.006 0.966
C -1.313 0.385 4.447 -1.066
C 1.729 1.339 4.133 -1.031
Si -0.792 2.710 1.977 -1.305
Si 2.923 2.293 -0.461 -0.002
C 3.796 3.898 0.103 -1.354
C 3.050 2.345 -2.340 -0.957
C 3.854 0.914 0.426 -0.745
Si -3.002 2.972 1.203 1.038
C -3.602 4.333 2.403 -1.325
C -3.298 3.524 -0.554 -0.604
C -3.912 1.374 1.581 -1.007
H -0.112 2.896 6.235 0.387
H -1.447 3.494 5.243 0.319
H 0.195 4.078 4.958 0.334
H -0.999 -0.165 5.333 0.452
H -1.403 -0.339 3.633 0.204
H -2.308 0.795 4.641 0.402
H 1.900 0.767 5.045 0.517
H 2.346 2.241 4.171 0.431
H 2.062 0.732 3.292 0.090
H 3.432 4.774 -0.434 0.310
H 4.868 3.802 -0.097 0.404
H 3.676 4.086 1.174 0.314
H 2.689 3.302 -2.728 0.321
H 2.467 1.542 -2.789 0.209
H 4.093 2.223 -2.647 0.459
H 4.392 1.291 1.302 0.372
H 4.582 0.453 -0.246 0.311
H 3.177 0.120 0.746 0.081
H -3.110 5.290 2.209 0.329
H -3.416 4.064 3.447 0.311
H -4.676 4.482 2.284 0.401
H -2.542 4.227 -0.909 0.254
H -4.282 3.989 -0.653 0.569
H -3.270 2.631 -1.187 -0.026
H -3.712 0.990 2.584 0.337
H -3.615 0.613 0.854 0.202
H -4.990 1.524 1.480 0.451
```

***

Which value of HOMO does entry 3 give? -2.324 eV

***

What is the HOMO in the first record? -2.506 eV

***

Look up the ΔE to the lowest compared entry with this formula, charge and spin of the third one. 81.5 kcal/mol